Formula: C16H14Cl40O4P
Source: the Open Molecules 2025 dataset
Level of theory: ωB97M-V with the def2-TZVPD basis set

Properties
- Max |F|: 0.0371 hartree/bohr
- Gap between HOMO and LUMO: 5.8121 eV
- Net charge: -1
- E_HOMO: -4.62 eV

Each line ends with the Mulliken charge.
Positions of all 75 atoms, in Å:
O: 2.945294 2.843959 -1.453947  -0.57
C: -5.682984 -7.554267 -3.459812  0.16
Cl: -3.481836 8.714939 4.604692  -0.06
Cl: -1.846085 5.471096 2.631961  -0.08
C: -8.289119 -9.533006 0.440252  0.33
Cl: -1.450563 1.483684 -1.122865  0.05
C: -1.739571 0.693506 -2.662007  0.21
Cl: -5.888884 9.716047 3.360073  -0.11
C: 9.237037 -5.283569 4.241229  0.37
Cl: -4.982989 -3.894901 -6.304793  -0.10
C: -4.702011 -8.095098 -8.613618  0.32
Cl: -4.460931 6.014475 6.240796  0.00
H: 7.358244 1.387456 -0.882239  0.35
Cl: -4.637532 7.296105 2.403906  -0.04
H: 5.438763 3.486473 -1.459916  0.43
H: 3.365321 0.641122 -1.739740  -0.02
Cl: -4.041604 4.458842 8.634460  -0.10
H: 6.559350 4.520906 1.083243  0.47
Cl: -3.362950 -8.953487 -9.385424  -0.11
H: 1.116121 3.567287 0.569980  0.05
H: 6.097789 5.020958 -1.017353  0.44
Cl: 10.681177 -4.272385 4.356206  -0.10
Cl: 5.958532 -3.104667 2.221985  -0.07
C: 5.404941 4.243357 -0.688811  -0.68
C: 4.035285 4.889132 -0.575527  -1.08
C: 6.858130 2.527128 0.510182  0.40
Cl: 3.219050 -2.347129 1.759690  -0.12
Cl: -4.566622 -8.227218 -6.861158  0.00
C: -2.199874 3.740840 2.551174  0.22
H: 5.154677 3.431665 1.316469  0.13
Cl: -6.234679 -8.803882 -9.139547  -0.11
Cl: 8.543540 -5.138607 2.627817  -0.08
C: -4.345761 8.897725 3.077315  0.29
C: 5.958013 3.724454 0.650989  -0.37
O: 7.091265 1.763031 1.439356  -0.66
Cl: -5.254361 7.072095 8.802753  -0.11
Cl: -0.857283 2.892030 1.808169  0.06
Cl: -2.457172 6.818929 8.142343  -0.10
H: 1.521311 1.217300 -0.859480  -0.30
Cl: 8.052264 -4.757454 5.437416  -0.09
C: 2.200252 3.476827 0.737045  -0.28
Cl: -6.847239 -8.693791 -4.154689  -0.08
Cl: -3.371032 9.850482 1.953739  -0.10
O: 7.430272 2.332299 -0.717088  -0.48
H: 2.964116 0.048738 0.151779  -0.32
C: -4.232656 -2.700604 -5.216730  0.32
H: 4.292760 1.597595 -0.113902  -0.53
C: 4.756227 -1.808730 2.430444  0.23
H: 4.021696 5.549828 0.293368  0.29
C: -4.055297 6.088382 7.952041  0.32
P: 2.915396 1.308872 -0.526788  0.91
Cl: 9.676773 -6.970808 4.546810  -0.11
O: 2.405840 2.108964 0.980063  -0.29
Cl: -5.503729 -1.794984 -4.395005  -0.10
Cl: -3.220310 -3.507438 -4.024181  -0.04
Cl: 4.554835 -1.497568 4.165292  -0.15
Cl: -0.843243 -0.825603 -2.724056  -0.10
Cl: -6.320152 -6.926164 -1.937636  -0.08
H: 3.912750 5.530915 -1.446347  0.44
Cl: -7.095982 -9.956147 -0.784604  -0.04
H: 2.049274 4.553378 -1.021891  0.15
Cl: -1.203888 1.742387 -3.979020  -0.12
Cl: -4.154049 -8.390447 -3.153593  -0.09
Cl: -9.545005 -8.526271 -0.289407  -0.09
Cl: -7.502253 -8.636743 1.742802  -0.10
Cl: -3.670862 3.499613 1.590402  -0.13
C: 2.841383 3.927191 -0.583774  0.39
Cl: -3.474790 0.358952 -2.855014  -0.09
Cl: -9.020638 -11.003872 1.094150  -0.11
Cl: -2.470397 3.129863 4.191732  -0.10
Cl: 5.328905 -0.348437 1.637662  0.07
H: 2.366844 4.119901 1.605071  0.28
Cl: -4.652791 -6.393130 -9.083926  -0.10
Cl: -5.405506 -6.213991 -4.580460  0.08
Cl: -3.240833 -1.598353 -6.170496  -0.08

Forces on atoms 1 to 2 (eV/Å):
O 0.36 -0.04 1.08
C -0.03 0.13 0.03